The following is a quantum chemistry calculation of a structure of composition C14H12AuIN2O2S4, from the OMol25 dataset.

Each line ends with the Löwdin spin population.
Cartesian coordinates (Å):
1 Au 0.38607 1.55780 1.88683  0.437
2 C -1.45044 3.94721 -1.89752  0.001
3 C -1.19930 2.48865 -2.10917  0.010
4 N -1.38732 1.96846 -3.28276  0.004
5 C -1.14757 0.64338 -3.47046  -0.001
6 C -0.71618 -0.19279 -2.48933  -0.002
7 C -0.52159 -1.64776 -2.82868  0.000
8 O 0.81551 -2.10618 -2.64115  0.000
9 C -0.48612 0.33231 -1.17092  0.000
10 C -0.08579 -0.59719 -0.16872  0.000
11 N 0.11069 -0.42481 1.10850  0.024
12 C 0.32413 -1.58472 1.90194  0.004
13 C -0.23267 -2.81672 1.53769  0.001
14 C -0.02591 -3.96057 2.28526  0.001
15 C 0.72435 -3.90911 3.44859  0.000
16 C 1.23691 -2.69351 3.86248  0.006
17 C 1.02886 -1.54677 3.10876  0.005
18 I 1.79627 0.22665 3.90351  0.160
19 C -0.72456 1.71553 -0.96642  0.016
20 O -0.55064 2.38066 0.10819  0.161
21 H -1.82506 4.38389 -2.81935  0.000
22 H -0.53216 4.45191 -1.59060  0.000
23 H -2.16656 4.10086 -1.08872  0.000
24 H -1.33453 0.26862 -4.47011  0.000
25 H -0.84638 -1.81098 -3.85937  0.000
26 H -1.13972 -2.28908 -2.19658  0.000
27 H 1.39716 -1.56072 -3.18119  0.000
28 H 0.07641 -1.59951 -0.54837  0.002
29 H -0.87075 -2.88171 0.66821  0.000
30 H -0.47288 -4.89144 1.96301  0.000
31 H 0.88847 -4.79643 4.04409  0.000
32 H 1.79845 -2.62914 4.78474  0.004
33 S 0.35956 3.62321 2.97364  0.164
34 S 0.92316 4.93869 1.52378  0.092
35 S 2.87547 4.41089 0.98518  0.376
36 S 2.97468 2.50043 0.68502  0.534

Cartesian forces, eV/Å:
-0.50 -0.12 -0.09
0.00 0.01 0.01
0.04 -0.05 0.03
-0.03 0.05 -0.02
0.01 -0.04 0.02
0.01 0.00 0.00
0.01 0.02 0.00
-0.01 -0.02 -0.01
0.00 0.13 -0.06
0.02 -0.06 0.09
0.16 0.06 -0.15
-0.03 0.05 0.07
-0.02 -0.02 0.01
0.00 0.00 0.00
-0.01 0.00 -0.01
0.03 0.04 0.05
-0.03 -0.07 -0.09
0.09 -0.05 0.08
0.06 -0.05 -0.12
-0.07 -0.05 0.13
0.00 0.00 0.00
0.00 -0.01 0.00
0.00 0.00 -0.01
0.01 0.00 0.00
0.00 0.00 0.00
0.00 0.00 0.00
0.00 0.02 0.02
-0.02 -0.05 0.04
0.00 0.05 -0.03
0.00 0.00 0.00
0.00 0.00 0.00
0.00 0.00 0.00
0.23 0.30 0.00
-0.15 -0.18 0.08
0.04 0.01 0.03
0.16 0.02 -0.10

As for the total charge: 0. The spin multiplicity is 3. As for the expectation value of S²: 2.012. The HOMO-LUMO gap (spin up / spin down) is 6.8 / 6.0 eV.



The following is a quantum chemistry calculation of an isolated molecule of C14H12ClN5O2S, from the OMol25 dataset.

Each line ends with the Löwdin charge.
Cartesian coordinates (Å):
1 O 0.66648 -0.56571 6.04592  -0.020
2 O 1.16236 -2.29116 -0.93535  0.060
3 Cl 0.63051 5.23584 -4.80455  0.685
4 N 2.94952 2.13233 -3.61797  0.144
5 N -0.19351 0.80492 -2.26363  0.136
6 S -1.02653 0.61364 4.44338  1.114
7 C -0.24382 -0.68149 5.23260  -0.776
8 C 0.39715 -1.32581 -0.86074  -0.320
9 C 2.48248 3.27162 -4.14742  -0.112
10 C 0.64046 -0.13469 -1.80076  -0.123
11 C 2.00041 0.16241 -2.41236  0.069
12 C 1.04941 3.65621 -4.27748  -0.634
13 C 0.15453 2.71140 -3.76265  -0.005
14 C 1.96400 1.39119 -3.01577  -0.292
15 C -1.39648 -0.37219 3.09886  -0.501
16 C -0.77516 -1.63325 3.17923  -0.197
17 N -0.25944 -1.83451 4.47703  0.075
18 N 0.61367 1.63785 -3.02375  -0.068
19 N -0.52454 -1.25267 0.25221  -0.032
20 C -1.97204 0.13863 1.78986  -0.203
21 C -0.65759 -2.79207 2.09431  -0.090
22 C -1.12913 0.10216 0.53480  -0.169
23 C -1.15078 -2.49588 0.71776  -0.180
24 H 3.23001 3.87133 -4.70029  0.113
25 H 2.83153 -0.43054 -2.33130  0.077
26 H -0.85673 2.92644 -3.69158  0.104
27 H 0.60685 -2.30518 4.55641  0.141
28 H -2.87776 -0.53940 1.58064  0.132
29 H -2.15510 1.24749 2.01930  0.129
30 H 0.38618 -3.18344 1.95897  0.131
31 H -1.23311 -3.67998 2.50185  0.132
32 H -1.83323 0.49059 -0.25823  0.124
33 H -0.30129 0.80204 0.67853  0.124
34 H -0.94753 -3.29266 0.04594  0.114
35 H -2.23178 -2.38549 0.69625  0.119

Cartesian forces, eV/Å:
-1.36 0.42 0.95
-1.44 1.22 -0.53
-0.12 -0.41 -0.18
-2.23 2.32 -0.63
0.82 0.37 -0.48
-1.35 1.15 0.48
4.00 -0.69 0.27
0.45 -0.76 1.96
0.24 -1.02 -0.78
3.06 1.35 -2.20
-2.51 -0.51 2.31
1.09 -2.85 1.73
2.10 1.61 0.61
-0.44 -2.69 0.30
2.03 -3.67 -2.50
-1.22 1.16 -0.66
-1.53 0.25 -1.59
-1.69 2.03 -0.63
0.50 1.66 -2.98
-1.37 0.00 1.32
-0.01 -0.97 2.36
-0.09 -0.48 -0.26
-0.41 1.92 0.31
-0.48 -0.12 0.65
1.82 -1.28 0.52
-1.87 0.08 -0.08
0.72 -0.86 0.32
0.68 1.79 0.39
-0.68 -1.57 -0.85
-0.61 0.76 0.60
0.53 0.87 -0.30
1.04 -0.57 0.42
-0.02 -0.08 -0.36
0.58 -0.63 -0.54
-0.24 0.17 0.05

Its SMILES is O=C(c1cc2ncc(Cl)cn2n1)N1CCc2[nH]c(=O)sc2CC1. Its relative energy (zero: lowest compared OMol25 entry of this formula, charge and spin) is 119.4 kJ/mol. As for the total charge: 0. The spin multiplicity is 1. The HOMO-LUMO gap is 7.4 eV.



no.,DFT total energy (eV)
1,-76920.9861
2,-49613.0768